(1)
{
  "formula": "CH7OS2",
  "method": "ωB97M-V/def2-TZVPD",
  "relative_energy_kcal_mol": 96.28,
  "e_tot_ha": -913.468142,
  "total_charge": 1,
  "elements": ["O", "H", "H", "H", "C", "S", "S", "H", "H", "H", "H"],
  "coordinates": [[-0.07981, 3.20139, -1.23664], [0.40341, -0.28075, 0.70328], [0.14208, 2.36630, -0.80484], [0.46743, 3.90670, -0.88587], [-1.06522, -2.48625, 0.01982], [-0.80326, -1.06228, 1.12886], [1.26174, 0.47517, -0.27186], [-2.06600, -2.75220, 0.34750], [-0.28543, -3.17441, 0.32448], [-1.02211, -2.26867, -1.04950], [1.61961, -0.49860, -1.13674]],
  "forces_ev_per_a": [[-0.250, -0.411, -0.249], [1.272, -0.112, -0.137], [-0.065, 0.800, -0.095], [0.140, -0.036, 0.220], [1.410, 0.763, 0.766], [-0.857, -0.003, -0.813], [-0.368, -0.110, 0.270], [-0.320, -0.332, -0.117], [-0.337, -0.532, -0.282], [-0.339, 0.229, 0.193], [-0.285, -0.255, 0.243]]
}

(2)
{
  "formula": "C19H56N4O7",
  "method": "ωB97M-V/def2-TZVPD",
  "spin_multiplicity": 2,
  "relative_energy_kcal_mol": 63.73,
  "s_squared": 0.754,
  "e_tot_ha": -1502.633696,
  "total_charge": 1,
  "elements": ["C", "C", "C", "O", "C", "N", "H", "H", "H", "H", "H", "H", "H", "H", "H", "H", "H", "C", "C", "C", "O", "C", "N", "H", "H", "H", "H", "H", "H", "H", "H", "H", "H", "H", "C", "C", "C", "O", "C", "N", "H", "H", "H", "H", "H", "H", "H", "H", "H", "H", "H", "C", "C", "C", "O", "C", "N", "H", "H", "H", "H", "H", "H", "H", "H", "H", "H", "H", "C", "O", "H", "H", "H", "H", "C", "O", "H", "H", "H", "H", "C", "O", "H", "H", "H", "H"],
  "coordinates": [[-2.05870, 6.35047, -4.18878], [-2.70675, 5.63789, -3.02727], [-2.23235, 4.17945, -2.89224], [-2.90824, 3.54934, -1.88472], [-2.33406, 2.33728, -1.50832], [-2.19701, 6.40284, -1.87156], [-0.98636, 6.53720, -4.24642], [-2.39462, 7.38086, -4.30525], [-2.37249, 5.85520, -5.10766], [-3.77702, 5.82873, -3.10599], [-1.19986, 4.24995, -2.55006], [-2.26595, 3.59558, -3.81207], [-2.30202, 1.60601, -2.31599], [-2.85620, 1.90718, -0.65365], [-1.39879, 2.57587, -1.00192], [-1.20337, 6.51746, -2.01172], [-2.30951, 5.87647, -1.01694], [1.77778, 5.45868, -3.56762], [2.47744, 4.61103, -2.47277], [2.43384, 3.17479, -2.67841], [0.99514, 2.80391, -2.68621], [0.71929, 1.56973, -3.05289], [3.81714, 5.10213, -2.40823], [1.88515, 5.17152, -4.61362], [1.87489, 6.54288, -3.51143], [0.72925, 5.23633, -3.36951], [2.06588, 4.80589, -1.48245], [3.01804, 2.63148, -1.93570], [2.77936, 3.05215, -3.70490], [1.28037, 1.14088, -3.88319], [-0.33957, 1.42088, -3.26446], [1.03692, 0.93803, -2.22333], [3.89797, 6.10826, -2.37260], [4.49400, 4.68459, -1.78564], [0.66655, -4.05542, 4.69904], [2.15404, -3.95614, 4.88117], [2.64311, -3.74669, 6.36101], [2.37877, -2.40626, 6.86381], [2.94805, -1.33760, 6.04015], [2.70238, -5.21123, 4.24856], [0.24994, -4.86212, 5.30217], [0.43377, -4.40289, 3.69248], [0.09182, -3.13457, 4.79821], [2.56074, -3.14725, 4.27423], [3.72583, -3.87237, 6.35421], [2.13969, -4.51447, 6.94853], [3.85027, -1.51731, 5.45553], [3.20394, -0.55180, 6.75087], [2.17292, -0.92222, 5.39615], [2.42158, -6.08355, 4.67321], [2.62687, -5.30327, 3.24561], [-0.65692, -2.36602, -1.63479], [-0.09508, -2.08059, -0.22426], [-0.27522, -0.56637, 0.26067], [0.86441, 0.31206, 0.13826], [0.89763, 1.38588, 1.06609], [-0.76190, -3.13837, 0.56763], [-0.15012, -1.87698, -2.46671], [-1.71554, -2.10687, -1.61841], [-0.72821, -3.42446, -1.88524], [0.97601, -2.27666, -0.17502], [-0.50748, -0.58389, 1.32550], [-1.07852, -0.10996, -0.31769], [0.18766, 2.21123, 1.01275], [1.87523, 1.86377, 1.00268], [0.64894, 1.00208, 2.05551], [-0.74930, -2.86190, 1.53897], [-1.70346, -2.89411, 0.29579], [-3.27114, -1.87644, 3.29093], [-3.66978, -2.06216, 1.90376], [-3.05484, -0.84290, 3.56128], [-4.06236, -2.25822, 3.93615], [-2.44404, -2.54834, 3.52021], [-4.52293, -1.64185, 1.77310], [1.89216, -4.54780, -1.72917], [0.98655, -5.13903, -0.87316], [1.57769, -3.50864, -1.82585], [2.91683, -4.53808, -1.35762], [1.88889, -5.01883, -2.71215], [0.41363, -4.52372, -0.40972], [-3.09315, -5.19584, -0.78628], [-4.18916, -4.74853, -1.56714], [-2.82275, -4.45370, -0.03514], [-3.26110, -6.17226, -0.33186], [-2.27132, -5.35987, -1.48326], [-4.45117, -3.86842, -1.28721]],
  "forces_ev_per_a": [[-0.700, 0.305, -1.896], [1.745, 0.932, 0.716], [0.219, 0.942, -0.611], [-1.837, -0.417, 0.916], [0.027, 0.140, 1.333], [-0.515, -0.093, 0.392], [0.349, -0.873, 0.564], [-0.595, -0.035, 0.359], [0.261, -0.020, -0.275], [-0.077, -0.675, 0.108], [0.638, 0.068, -0.443], [-0.105, -0.016, -0.404], [0.319, 0.012, -0.051], [-0.791, 0.015, -0.339], [0.922, -0.363, -0.689], [0.184, 0.126, 0.120], [-0.201, -0.039, 0.252], [-1.907, -0.421, 0.619], [0.970, 2.618, -2.010], [-2.505, -2.356, -1.276], [2.807, 5.590, 0.862], [0.009, -4.752, -0.091], [-0.599, 0.169, 1.854], [0.747, -0.441, 0.228], [0.360, -0.068, 0.404], [-0.209, 0.279, -0.170], [-0.400, 0.584, 0.712], [-0.074, -0.346, -0.023], [0.432, -0.756, 0.011], [0.180, 0.534, -0.670], [0.099, 0.305, 0.139], [-0.530, -0.760, 0.182], [0.146, 0.512, -0.662], [0.620, -0.779, -0.169], [-1.107, 0.183, -0.345], [0.410, -1.306, -0.820], [-0.007, 0.738, -1.751], [0.549, -0.523, -1.296], [-0.856, -0.014, 1.297], [1.170, 0.574, 1.176], [-0.073, 0.230, 0.476], [0.270, 0.123, -0.281], [0.018, 0.132, 0.585], [-0.014, 0.100, 0.007], [0.045, -0.377, 0.140], [0.099, 0.439, 0.549], [-0.024, -0.769, 0.094], [-0.001, -0.001, 0.051], [-0.036, -0.154, -0.245], [-0.215, 0.192, 0.177], [-0.257, 0.446, 0.132], [-0.136, 0.375, -0.037], [1.154, 0.319, -0.710], [0.005, -0.397, -0.025], [0.006, -0.229, -0.528], [-0.221, -0.461, 0.477], [-0.136, 1.820, -0.016], [-0.055, 0.269, 0.151], [-0.142, 0.577, -0.185], [0.578, -0.116, 0.298], [0.193, 0.109, -0.142], [-0.427, -0.127, 0.115], [-0.399, -0.026, 0.190], [-0.616, -0.044, -1.107], [0.152, -0.410, 0.235], [0.684, -0.151, 0.395], [0.241, -0.240, 0.538], [-0.853, -0.823, 0.444], [-0.865, -0.813, -0.341], [0.772, 0.232, 0.680], [0.140, 0.002, -0.221], [-0.199, 0.247, 0.108], [0.285, 0.282, -0.414], [-0.058, 0.031, 0.110], [0.010, 1.291, -0.303], [-0.363, -1.694, 0.632], [0.465, 0.213, -0.598], [0.129, -0.213, 0.212], [-0.087, -0.104, -0.013], [-0.060, 0.308, 0.148], [0.391, 0.072, -0.499], [-0.515, -0.018, -0.022], [0.033, -0.375, 0.037], [-0.453, 0.133, 0.193], [0.383, 0.174, 0.188], [0.008, -0.148, 0.075]]
}